Density functional theory data (ωB97M-V/def2-TZVPD) for a molecular structure, C21H27N3O4S in a non-equilibrium geometry.

The value obtained for the energy above the lowest of the compared OMol25 structures with the same formula, charge and spin is 1880.3 kJ/mol. The largest force on an atom is 0.324 Eh/bohr. The calculation puts the gap between HOMO and LUMO at 0.3235 Ha. Its LUMO energy is 0.25 eV. The calculation puts the total energy at -45693.777 eV. The highest occupied orbital energy comes out at -8.5 eV.

Structure (ORCA input):
```
! wB97M-V def2-TZVPD RIJCOSX def2/J DEFGRID3
* xyz 0 1
C 0.6276 3.2327 3.2545
O 0.8843 2.0016 3.6883
C 1.6422 1.9884 4.8779
C 1.9677 0.7034 5.4766
C 3.2075 0.2964 4.6861
O 4.2739 0.3981 5.2114
N 2.7910 -0.6555 3.9049
C 1.6900 -0.9467 3.1393
H 1.1173 -1.5784 3.8822
C 1.6118 -1.6472 1.8150
H 0.7232 -1.9138 1.4748
H 2.1709 -2.7528 1.9799
C 2.5774 -0.7417 0.8132
C 3.9447 -0.8148 1.5104
C 4.1102 -1.1829 2.8853
H 3.9303 -2.3456 3.0946
H 4.8156 -0.7800 3.4532
H 4.0676 0.3848 1.6109
H 4.7647 -1.2731 0.7887
H 2.6232 -1.6148 0.0364
O 2.1575 0.3824 0.5475
C 1.0058 0.3670 -0.1115
C 0.6004 1.6916 -0.4476
C -0.5244 2.0045 -1.1695
C -0.8799 1.0146 -2.1448
C -0.7168 -0.2490 -1.9018
C 0.3035 -0.3488 -0.9746
H 0.7506 -1.6909 -0.9637
H -1.1962 -1.0260 -2.2443
C -2.3275 1.4741 -2.8785
O -2.2187 2.4573 -3.5111
N -3.1260 0.6166 -3.0451
H -3.1505 -0.4068 -2.5852
C -4.3308 0.8083 -3.9247
C -4.2043 -0.2872 -4.9895
C -4.1292 -0.3274 -6.3992
S -3.8804 -1.5489 -7.3508
C -4.1805 -2.5550 -5.5377
N -4.0865 -1.7095 -4.6553
C -3.8298 -4.0554 -5.4858
H -4.1035 -4.2283 -4.5471
H -4.7535 -4.5239 -5.9326
H -2.9105 -4.2008 -5.9588
H -4.2406 0.9412 -6.8117
H -4.1237 1.6663 -4.3278
H -5.3714 0.5972 -3.5474
H -0.8881 3.1996 -1.4998
H 0.9687 2.7029 -0.0135
H 1.1561 -0.0714 2.9735
H 1.1580 -0.0084 5.5928
H 2.3392 0.7153 6.5224
H 2.6587 2.6145 4.8433
H 1.0594 2.5728 5.5629
H 0.0062 3.1259 2.3502
H 1.4768 3.7954 2.9793
H -0.0088 3.7324 4.0038
*
```



Density functional theory data (ωB97M-V/def2-TZVPD) for a single C3H4N2O molecule.

The value obtained for the energy above the lowest of the compared OMol25 structures with the same formula, charge and spin is 212.8 kJ/mol. The largest force on an atom is 0.016 Eh/bohr. The calculation puts the gap between HOMO and LUMO at 0.3236 Ha. Its LUMO energy is 0.19 eV. The calculation puts the total energy at -8201.679 eV. The highest occupied orbital energy comes out at -8.6 eV.

Structure (ORCA input):
```
! wB97M-V def2-TZVPD RIJCOSX def2/J DEFGRID3
* xyz 0 1
O -0.9709 -2.2118 0.0906
C -0.4970 -1.1185 -0.1343
N -0.5525 -0.4009 -1.3167
N 0.1954 0.6863 -1.0721
C 0.8305 0.8055 0.0605
C 0.4842 -0.4140 0.8268
H 1.2213 -1.2251 0.8345
H 0.2143 1.3805 -1.8127
H 1.3353 1.7280 0.3236
H 0.1627 -0.2324 1.8547
*
```



Density functional theory data (ωB97M-V/def2-TZVPD) for a single C5H5NO molecule in a non-equilibrium geometry.

The value obtained for the energy above the lowest of the compared OMol25 structures with the same formula, charge and spin is 600.6 kJ/mol. The largest force on an atom is 0.075 Eh/bohr. The calculation puts the gap between HOMO and LUMO (spin up / spin down) at 0.2780 / 0.3259 Ha. Its LUMO energy (spin up / spin down) is -0.75 / 0.30 eV. The calculation puts the total energy at -8797.194 eV. The highest occupied orbital energy (spin up / spin down) comes out at -8.3 / -8.6 eV.

Structure (ORCA input):
```
! wB97M-V def2-TZVPD RIJCOSX def2/J DEFGRID3
* xyz 0 1
C -2.4802 -0.2813 0.0090
C 0.8720 -0.5513 0.4333
C 1.3588 0.0145 -0.8762
C -0.1629 0.5574 0.8049
C -1.4568 0.5005 0.2151
N -3.5051 -0.8164 -0.0766
O -0.5066 1.0892 -0.5087
H 0.4203 -1.5992 0.2736
H 1.7635 -0.5849 1.0133
H 1.3888 -0.4641 -1.8721
H 2.1319 0.7969 -0.8857
H 0.1762 1.3386 1.4702
*
```



Density functional theory data (ωB97M-V/def2-TZVPD) for a single C5H2N2 molecule in a non-equilibrium geometry.

The value obtained for the energy above the lowest of the compared OMol25 structures with the same formula, charge and spin is 370.5 kJ/mol. The largest force on an atom is 0.110 Eh/bohr. The SMILES is C1=CC=NC2=NC=12. The calculation puts the gap between HOMO and LUMO (spin up / spin down) at 0.2585 / 0.2584 Ha. Its LUMO energy (spin up / spin down) is -1.01 / -1.01 eV. The calculation puts the total energy at -8190.294 eV. The highest occupied orbital energy (spin up / spin down) comes out at -8.0 / -8.0 eV.

Structure (ORCA input):
```
! wB97M-V def2-TZVPD RIJCOSX def2/J DEFGRID3
* xyz 0 1
C -0.6146 1.0218 0.3258
C -0.1615 0.0293 1.2005
C -0.0635 0.7923 -0.9285
C 0.3774 -0.1508 -1.6830
C 0.4498 -1.2037 -0.5749
N 0.4053 -1.0358 0.6645
N 0.7563 -1.6519 -1.7301
H -0.9682 2.0296 0.5195
H -0.1810 0.1693 2.2062
*
```



Density functional theory data (ωB97M-V/def2-TZVPD) for a molecular structure, H12O6 in a non-equilibrium geometry.

The value obtained for the energy above the lowest of the compared OMol25 structures with the same formula, charge and spin is 485.0 kJ/mol. The largest force on an atom is 0.112 Eh/bohr. The calculation puts the gap between HOMO and LUMO at 0.3384 Ha. Its LUMO energy is -0.23 eV. The calculation puts the total energy at -12476.087 eV. The highest occupied orbital energy comes out at -9.4 eV.

Structure (ORCA input):
```
! wB97M-V def2-TZVPD RIJCOSX def2/J DEFGRID3
* xyz 0 1
O 1.2168 1.1521 -1.4259
H 1.6049 0.3665 -1.0406
H 1.6871 1.2721 -2.2510
O 0.0559 -0.1410 -0.0667
H 0.3295 0.0429 0.8320
H 0.1266 0.7012 -0.5161
O 0.3730 -0.0164 2.2385
H 0.3677 0.7750 2.7769
H 0.7652 -0.6856 2.7994
O 0.0386 -2.0429 -0.9689
H 0.0937 -1.2013 -0.5164
H 0.1163 -2.6953 -0.2727
O -0.6148 1.9175 -2.4817
H -0.8156 1.7282 -3.3982
H -0.2907 1.0880 -2.1308
O -1.9301 -0.4716 2.0277
H -2.1414 -1.2789 2.4967
H -0.9826 -0.5105 1.8978
*
```